Entry 1:
C3H4BrCl2NO2 | ωB97M-V/def2-TZVPD

Geometry as XYZ:
```
13
C3H4BrCl2NO2 ωB97M-V/def2-TZVPD
C 1.198 0.999 -0.050
C 0.419 -0.326 0.148
C -1.105 -0.538 -1.127
N -0.280 -0.406 1.394
O -0.716 0.630 1.856
O -0.486 -1.492 1.908
Cl -0.391 -1.099 -2.638
Cl -1.618 1.084 -1.275
Br -2.383 -1.775 -0.420
H 0.601 1.882 0.231
H 1.915 1.112 -0.792
H 1.886 1.202 0.754
H 0.961 -1.272 0.010
```

Results
Orbital gap: 9.90 eV
Net charge: 0
LUMO: -0.52 eV
Calculated total energy: -3816.1791 hartree

Charges obtained by natural (NBO) population analysis, quoted in units of e: atom 1 (C): -0.697, atom 2 (C): -0.048, atom 3 (C): -0.265, atom 4 (N): 0.476, atom 5 (O): -0.383, atom 6 (O): -0.371, atom 7 (Cl): 0.040, atom 8 (Cl): 0.082, atom 9 (Br): 0.167, atom 10 (H): 0.263, atom 11 (H): 0.245, atom 12 (H): 0.251, atom 13 (H): 0.241

=====

Entry 2:
C3H4BrClN2 | ωB97M-V/def2-TZVPD

Geometry as XYZ:
```
11
C3H4BrClN2 ωB97M-V/def2-TZVPD
C 0.470 1.630 -0.054
C -0.163 -1.384 -0.233
C -0.898 -0.440 0.509
N 1.077 2.020 0.897
N -0.483 -1.820 -1.359
Cl 1.352 -1.854 0.629
Br -2.576 0.083 -0.131
H 0.173 1.752 -1.075
H -0.749 -0.312 1.567
H 1.679 2.817 1.064
H 0.117 -2.491 -1.814
```

Results
Orbital gap (alpha / beta): 7.04 / 8.03 eV
Net charge: 0
LUMO (alpha / beta): -0.72 / -0.07 eV
Calculated total energy: -3260.2905 hartree

Charges obtained by natural (NBO) population analysis, quoted in units of e: atom 1 (C): 0.282, atom 2 (C): 0.196, atom 3 (C): -0.411, atom 4 (N): -0.600, atom 5 (N): -0.653, atom 6 (Cl): -0.101, atom 7 (Br): 0.080, atom 8 (H): 0.203, atom 9 (H): 0.235, atom 10 (H): 0.402, atom 11 (H): 0.367

=====

Entry 3:
C3H4BrClO | ωB97M-V/def2-TZVPD

Geometry as XYZ:
```
10
C3H4BrClO ωB97M-V/def2-TZVPD
C -0.383 1.143 1.209
C -0.247 -1.031 -0.707
C 0.402 0.374 -0.643
O -1.441 1.652 1.110
Cl -0.151 -2.009 0.829
Br 2.285 0.240 -0.237
H 0.344 0.831 1.973
H -1.298 -0.912 -0.750
H 0.286 -1.605 -1.458
H 0.203 1.316 -1.327
```

Results
Orbital gap: 9.27 eV
Net charge: 0
LUMO: 0.55 eV
Calculated total energy: -3226.0582 hartree

Charges obtained by natural (NBO) population analysis, quoted in units of e: atom 1 (C): 0.505, atom 2 (C): -0.399, atom 3 (C): -0.439, atom 4 (O): -0.473, atom 5 (Cl): -0.086, atom 6 (Br): -0.001, atom 7 (H): 0.169, atom 8 (H): 0.233, atom 9 (H): 0.227, atom 10 (H): 0.265